{"formula": "C23H16ClIN4O4STc", "method": "ωB97M-V/def2-TZVPD", "species": ["Tc", "O", "Cl", "O", "O", "O", "S", "C", "C", "C", "C", "C", "C", "N", "C", "C", "C", "C", "C", "C", "C", "H", "H", "H", "H", "H", "H", "H", "H", "I", "C", "C", "N", "N", "C", "H", "H", "H", "N", "C", "C", "C", "C", "C", "C", "C", "H", "H", "H", "H", "H"], "positions_angstrom": [[0.486793, 0.643721, -1.533085], [-0.736802, 2.297414, -2.246294], [-0.498320, 1.986226, -3.700114], [-1.722163, 1.817734, -4.314789], [0.323348, 2.938692, -4.307274], [0.284356, 0.701051, -3.548419], [-2.430071, -2.522556, -0.099470], [-3.227002, -0.995634, 0.261029], [-4.354763, -0.817489, 1.027084], [-4.841192, 0.475240, 1.230958], [-4.027686, 1.492051, 0.675618], [-2.954739, 1.345959, -0.165088], [-2.484811, 0.054190, -0.359492], [-1.326323, -0.340399, -1.004227], [-1.186327, -1.663127, -0.953418], [0.045766, -2.213886, -1.433062], [0.297866, -3.565891, -1.467532], [1.528884, -3.980243, -1.969070], [2.536628, -3.074890, -2.312427], [2.306010, -1.718379, -2.196731], [1.078766, -1.325347, -1.725804], [-4.813041, -1.714219, 1.506126], [-5.726364, 0.780125, 1.790551], [-4.359709, 2.522312, 0.748099], [-2.489379, 2.273563, -0.632500], [-0.367957, -4.262489, -1.089524], [1.790289, -5.030402, -1.963766], [3.481399, -3.405889, -2.752810], [3.145089, -1.107419, -2.437709], [6.143393, 2.305634, -3.665173], [4.483597, 1.970735, -2.387903], [4.451969, 1.851788, -0.972312], [3.201144, 1.562961, -0.654985], [2.414249, 1.409742, -1.750041], [3.207956, 1.688220, -2.785099], [5.159850, 1.904233, -0.142745], [2.766766, 1.526812, 0.249634], [2.817354, 1.614418, -3.785437], [0.585480, 0.825025, 0.531727], [0.204342, 0.658473, 1.593173], [-0.120020, 0.364731, 2.935504], [0.244224, -0.856175, 3.472431], [0.006916, -1.006832, 4.809286], [-0.731263, -0.062846, 5.541746], [-1.196166, 1.064739, 4.950852], [-0.801553, 1.321076, 3.646588], [0.853957, -1.573723, 2.921748], [0.277039, -1.967871, 5.277799], [-0.881463, -0.236108, 6.598637], [-1.854989, 1.749542, 5.477979], [-0.991311, 2.295409, 3.109717]], "atomic_forces_ev_per_a": [[-0.1, -1.0, 0.5], [0.6, 0.2, -0.1], [-0.4, 2.0, 0.3], [-0.8, -0.8, -0.6], [0.4, 0.1, 0.1], [0.2, -1.0, -0.1], [0.5, 0.8, -0.4], [1.6, 0.1, -1.1], [-1.4, -0.6, 1.1], [1.8, 0.2, -0.6], [-1.7, 1.2, -0.3], [1.1, 1.0, -0.4], [-1.0, 0.1, 0.8], [0.0, -1.0, -0.4], [-0.7, 0.4, 0.7], [0.3, -0.7, 0.2], [1.9, 0.7, -1.0], [0.7, -0.3, 0.5], [-0.4, -0.6, -0.6], [0.3, -1.0, 0.2], [-0.6, 2.3, 0.0], [0.2, 0.9, -0.6], [0.3, -0.6, -0.1], [-0.2, -0.1, 0.4], [-0.6, -1.5, 0.7], [-1.4, -1.3, 0.4], [-0.2, -0.1, -0.2], [-0.3, -0.1, 0.4], [0.1, 0.9, -0.1], [-0.9, -0.1, 0.8], [1.8, 0.0, 0.8], [0.3, 0.2, -0.6], [-0.7, -0.4, -0.1], [-0.3, 0.4, 0.9], [-0.6, -0.3, -1.1], [0.1, 0.3, -0.7], [0.2, -0.1, 0.3], [0.0, 0.1, -0.1], [0.5, 0.3, -1.9], [0.0, -0.5, 1.8], [0.0, 0.3, -1.1], [1.0, -0.4, 0.3], [-0.4, -1.4, 0.8], [0.8, -1.3, 0.5], [-0.4, 1.3, -0.5], [-0.9, 2.0, -0.6], [-0.4, 0.1, 0.0], [0.0, 0.8, -0.1], [-0.2, -0.1, 0.0], [0.4, 0.0, 0.0], [-0.1, -1.1, 0.9]], "mulliken_spin": [2.84, 0.05, 0.01, 0.00, 0.00, 0.03, 0.02, 0.00, 0.00, 0.00, 0.00, 0.00, 0.00, -0.03, 0.00, -0.02, -0.02, 0.08, -0.03, 0.07, -0.08, 0.00, 0.00, 0.00, 0.00, 0.00, 0.00, 0.00, 0.00, 0.00, 0.01, 0.05, 0.02, -0.06, 0.02, 0.00, 0.00, 0.00, -0.06, 0.08, 0.00, 0.01, 0.00, 0.01, 0.00, 0.01, 0.00, 0.00, 0.00, 0.00, 0.00], "orbital_gap_ev": [7.66, 5.97], "charge": 2, "multiplicity": 4, "s_squared": 3.7837, "e_lumo_ev": [-6.67, -8.38], "total_energy_ha": -2642.0733, "largest_force_ev_per_a": 2.3}